This record from the Open Molecules 2025 dataset describes a cluster of 2 separate species, CH2N2O3 in total at a distorted geometry. The level of theory is ωB97M-V/def2-TZVPD.

Results
- Energy relative to the best compared isomer or geometry (same formula, charge and spin): 513.9 kJ/mol
- Net charge: 0
- HOMO (alpha / beta): -8.66 / -8.66 eV
- Orbital gap (alpha / beta): 9.0 / 9.0 eV

The geometry in XYZ format:
```
8
CH2N2O3, DFT ωB97M-V/def2-TZVPD
C -1.038 -0.836 -0.077
N -2.521 0.634 -0.236
N 0.077 -0.174 -0.002
O -1.468 -1.925 -0.068
O -3.352 0.452 0.848
O -3.698 -0.029 -0.422
H 0.078 0.830 -0.049
H 0.956 -0.669 0.097
```

---

This record from the Open Molecules 2025 dataset describes a cluster of 2 separate species, CH2N2O3S in total at a distorted geometry. The level of theory is ωB97M-V/def2-TZVPD.

Results
- Energy relative to the best compared isomer or geometry (same formula, charge and spin): 237.6 kJ/mol
- Net charge: 0
- HOMO: -10.24 eV
- Orbital gap: 9.4 eV

The geometry in XYZ format:
```
9
CH2N2O3S, DFT ωB97M-V/def2-TZVPD
C 1.217 -0.001 -0.845
N 0.538 0.936 0.941
N 0.310 -0.927 -0.915
O 2.141 0.556 -1.250
O -1.507 1.350 2.409
O -1.611 -0.277 0.492
S -0.935 0.789 1.171
H -0.607 -0.867 -0.277
H 0.456 -1.559 -1.727
```

---

This record from the Open Molecules 2025 dataset describes a cluster of 2 separate species, CH2N2O3S in total at a distorted geometry. The level of theory is ωB97M-V/def2-TZVPD.

Results
- Energy relative to the best compared isomer or geometry (same formula, charge and spin): 268.2 kJ/mol
- Net charge: 0
- HOMO: -10.58 eV
- Orbital gap: 10.0 eV
- SMILES: N#S(=O)O.N=C=O

The geometry in XYZ format:
```
9
CH2N2O3S, DFT ωB97M-V/def2-TZVPD
N -0.691 -1.301 -1.079
S 0.493 -2.106 -0.835
O 0.506 -3.554 -0.680
O 1.966 -1.563 -0.678
H 2.137 -0.815 0.053
N -0.883 1.305 -0.019
C -0.080 0.676 0.505
O 0.911 0.364 1.030
H -1.827 1.037 -0.372
```

---

This record from the Open Molecules 2025 dataset describes a cluster of 2 separate species, CH2N2O3Si in total at a distorted geometry. The level of theory is ωB97M-V/def2-TZVPD.

Results
- Energy relative to the best compared isomer or geometry (same formula, charge and spin): 223.2 kJ/mol
- Net charge: 0
- HOMO: -10.03 eV
- Orbital gap: 8.2 eV
- SMILES: N#C[SiH]=O.O=NO

The geometry in XYZ format:
```
9
CH2N2O3Si, DFT ωB97M-V/def2-TZVPD
N -3.591 -2.139 0.639
C -2.678 -1.527 0.296
Si -1.526 -0.139 -0.282
O -0.073 -0.334 -0.577
H -2.029 1.230 -0.046
O 4.708 -1.395 -0.115
N 3.606 -1.106 0.147
O 3.191 0.053 -0.431
H 2.292 0.150 -0.362
```

---

This record from the Open Molecules 2025 dataset describes the ion CH2N2O4P with charge -1 at a distorted geometry. The level of theory is ωB97M-V/def2-TZVPD.

Results
- Energy relative to the best compared isomer or geometry (same formula, charge and spin): 76.8 kJ/mol
- Net charge: -1
- HOMO: -5.15 eV
- Orbital gap: 9.2 eV
- SMILES: O=C(N=[N+]([O-])[O-])OP

The geometry in XYZ format:
```
10
CH2N2O4P, DFT ωB97M-V/def2-TZVPD
O 0.037 1.260 0.890
C -0.137 1.669 -0.239
N -0.480 2.858 -0.698
N -1.035 3.732 0.131
O -0.819 4.914 -0.095
O -1.789 3.362 1.020
O 0.180 0.808 -1.304
P 0.648 -0.706 -0.904
H -0.442 -1.058 -0.094
H 1.419 -0.431 0.222
```

---

This record from the Open Molecules 2025 dataset describes a cluster of 2 separate species, CH2N2S2 in total at a distorted geometry. The level of theory is ωB97M-V/def2-TZVPD.

Results
- Energy relative to the best compared isomer or geometry (same formula, charge and spin): 219.8 kJ/mol
- Net charge: 0
- HOMO (alpha / beta): -9.27 / -9.28 eV
- Orbital gap (alpha / beta): 7.0 / 7.0 eV
- SMILES: S=[NH+][S-].C#N

The geometry in XYZ format:
```
7
CH2N2S2, DFT ωB97M-V/def2-TZVPD
S 0.145 -0.326 1.516
N 1.029 -0.225 0.104
S 1.880 1.090 -0.435
H 1.198 -1.189 -0.215
C -2.497 -0.207 -0.221
N -2.075 -0.757 -1.124
H -2.445 0.204 0.718
```

---

This record from the Open Molecules 2025 dataset describes the molecule CH2N2S2 at a distorted geometry. The level of theory is ωB97M-V/def2-TZVPD.

Results
- Energy relative to the best compared isomer or geometry (same formula, charge and spin): 198.1 kJ/mol
- Net charge: 0
- HOMO: -7.78 eV
- Orbital gap: 7.5 eV
- SMILES: C1=NSNS1

The geometry in XYZ format:
```
7
CH2N2S2, DFT ωB97M-V/def2-TZVPD
C 1.100 -0.216 0.552
N 0.283 0.495 1.172
S -1.196 0.841 0.923
N -1.145 -0.312 -0.875
S 0.483 -0.646 -1.082
H 1.934 -0.601 0.928
H -1.460 0.441 -1.619
```

---

This record from the Open Molecules 2025 dataset describes a structure of composition CH2N3O3 at a distorted geometry. The level of theory is ωB97M-V/def2-TZVPD.

Results
- Energy relative to the best compared isomer or geometry (same formula, charge and spin): 357.1 kJ/mol
- Net charge: -1
- HOMO: -3.81 eV
- Orbital gap: 7.9 eV

The geometry in XYZ format:
```
9
CH2N3O3, DFT ωB97M-V/def2-TZVPD
C 0.059 0.143 -1.320
N -0.724 1.962 0.106
N -0.222 0.741 -0.174
N -1.169 2.012 1.306
O -1.142 0.972 2.054
O 0.118 0.590 -2.453
O -1.631 3.078 1.722
H 0.319 -0.927 -1.109
H -0.494 -0.017 0.897
```

---

This record from the Open Molecules 2025 dataset describes a cluster of 2 separate species, CH2N3O3 in total at a distorted geometry. The level of theory is ωB97M-V/def2-TZVPD.

Results
- Energy relative to the best compared isomer or geometry (same formula, charge and spin): 638.8 kJ/mol
- Net charge: -1
- HOMO (alpha / beta): -3.37 / -3.30 eV
- Orbital gap (alpha / beta): 7.5 / 7.5 eV

The geometry in XYZ format:
```
9
CH2N3O3, DFT ωB97M-V/def2-TZVPD
C 1.686 0.401 0.256
N -1.647 -0.093 0.704
N 0.575 -1.561 -0.489
N -1.296 -0.332 -0.426
O -1.720 0.114 -1.512
O 2.683 0.920 0.724
O 1.611 -0.822 -0.147
H 0.641 0.866 0.164
H -2.532 0.507 0.726
```

---

This record from the Open Molecules 2025 dataset describes the molecule CH2N3P at a distorted geometry. The level of theory is ωB97M-V/def2-TZVPD.

Results
- Energy relative to the best compared isomer or geometry (same formula, charge and spin): 295.8 kJ/mol
- Net charge: 0
- HOMO: -9.26 eV
- Orbital gap: 9.0 eV

The geometry in XYZ format:
```
7
CH2N3P, DFT ωB97M-V/def2-TZVPD
C 0.485 0.747 0.004
N -0.722 1.212 0.001
N -1.784 0.766 -0.003
N -1.158 -1.505 -0.005
P 0.255 -1.024 0.005
H 1.377 1.336 0.008
H 1.547 -1.532 -0.010
```

---

This record from the Open Molecules 2025 dataset describes the molecule CH2N4O at a distorted geometry. The level of theory is ωB97M-V/def2-TZVPD.

Results
- Energy relative to the best compared isomer or geometry (same formula, charge and spin): 284.7 kJ/mol
- Net charge: 0
- HOMO: -10.82 eV
- Orbital gap: 11.2 eV
- SMILES: On1cnnn1

The geometry in XYZ format:
```
8
CH2N4O, DFT ωB97M-V/def2-TZVPD
O 1.801 -0.231 -0.112
N 0.365 -0.211 -0.201
C -0.347 0.861 -0.034
N -1.621 0.435 -0.077
N -1.631 -0.909 -0.009
N -0.393 -1.297 -0.146
H 1.937 -0.657 0.711
H -0.113 2.010 -0.131
```

---

This record from the Open Molecules 2025 dataset describes the molecule CH2N4O at a distorted geometry. The level of theory is ωB97M-V/def2-TZVPD.

Results
- Energy relative to the best compared isomer or geometry (same formula, charge and spin): 177.6 kJ/mol
- Net charge: 0
- HOMO: -9.91 eV
- Orbital gap: 10.4 eV
- SMILES: Nc1nnno1

The geometry in XYZ format:
```
8
CH2N4O, DFT ωB97M-V/def2-TZVPD
N 1.459 -0.089 -0.119
C 0.151 -0.071 -0.051
N -0.663 1.046 -0.098
N -1.953 0.647 -0.020
N -1.977 -0.642 -0.019
O -0.782 -1.101 -0.129
H 1.718 0.902 -0.043
H 2.047 -0.692 0.478
```